Record 1
Entry from OMol25: C4H11NS2 in the gas phase (wB97M-V/def2-TZVPD).

Geometry as XYZ:
```
18
Properties=species:S:1:pos:R:3:mulliken_charge:R:1
S -1.7499 0.2631 2.0647 -0.0789
S -1.7651 1.6275 -0.0733 -0.2442
N 0.6649 -0.7670 0.0458 -0.3495
C -1.6467 -1.1660 1.1681 -0.5084
C 0.9573 0.2067 -0.9794 0.1891
C 2.1950 0.9707 -0.6455 -1.0662
C -0.7425 -1.3090 -0.1013 -0.8873
H 3.0789 0.4373 -1.0777 0.2687
H -2.7994 -1.3596 1.1160 0.3237
H -1.1716 -2.0332 1.7787 0.3001
H -1.2864 -0.6896 -0.9087 0.3896
H 0.9323 -0.3062 0.9553 0.3006
H 2.1367 2.0478 -0.8576 0.2955
H -2.0414 2.6569 0.6038 0.1341
H 2.4454 0.8798 0.4938 0.2546
H 1.0726 -0.2549 -1.9575 0.2585
H 0.2042 1.0487 -1.1839 -0.0525
H -0.4844 -2.2532 -0.4413 0.4725
```

Properties
* ΔE to the lowest compared entry with this formula, charge and spin: 338.70 kJ/mol
* electronic energy: -1010.00938 Eh
* SMILES: CCNCCSS
* frontier orbital gap: 7.1 eV

---

Record 2
Entry from OMol25: an isolated ion of composition C4H11NS2 and charge +1 (wB97M-V/def2-TZVPD).

Geometry as XYZ:
```
18
Properties=species:S:1:pos:R:3:lowdin_spin:R:1
S -2.2664 1.2457 -1.3212 0.3679
S -1.5033 0.5985 0.3904 0.4286
N 1.9749 0.6818 1.9145 0.0220
C -3.2624 -0.2040 -1.8851 0.0506
C 0.3025 0.8444 0.1049 0.0636
C 1.8243 -1.1294 0.2167 0.0092
C 1.0973 -0.0928 1.1022 0.0238
H 2.8122 0.9441 1.4234 0.0008
H 2.2438 -1.9294 0.8238 0.0017
H 2.6432 -0.6571 -0.3228 0.0003
H 2.0318 0.4461 2.8877 0.0009
H 0.3237 -0.6287 1.6449 0.0004
H -4.2668 -0.0406 -1.5130 0.0060
H -2.7604 -1.1408 -1.6911 0.0014
H 1.0729 -1.5610 -0.4467 0.0005
H 0.4175 1.8139 0.5886 0.0136
H 0.5531 0.8825 -0.9473 0.0016
H -3.2379 -0.0732 -2.9698 0.0072
```

Properties
* total charge: +1
* ΔE to the lowest compared entry with this formula, charge and spin: 20.38 kJ/mol
* 2S+1: 2
* electronic energy: -1009.81892 Eh
* frontier orbital gap (spin up / spin down): 9.3 / 5.1 eV

---

Record 3
Entry from OMol25: C4H11NSi in the gas phase (wB97M-V/def2-TZVPD).

Geometry as XYZ:
```
17
Properties=species:S:1:pos:R:3:mulliken_charge:R:1
Si -0.2263 -0.0137 -0.0948 0.4236
N -0.7654 -0.5860 -1.6594 -0.4237
C -1.3856 -0.9420 1.1597 -1.0379
C 2.7579 -0.0166 0.1478 -0.4798
C 1.6011 -0.6227 0.3236 -0.2428
C -0.7562 1.7859 -0.3340 -1.1089
H -2.4055 -0.7373 0.9095 0.2779
H -1.3472 -2.0497 1.3868 0.3198
H 1.4637 -1.6658 0.7570 0.1746
H -1.2310 -0.5830 2.2868 0.2839
H 3.7003 -0.5366 0.3717 0.2672
H 2.7619 1.1229 0.0181 0.1837
H -1.7299 1.6257 -0.5086 0.3490
H -0.8156 2.4772 0.5233 0.3495
H -0.0498 2.2428 -1.0162 0.2826
H -0.6252 -1.5414 -1.8776 0.1712
H -0.9471 0.0404 -2.3937 0.2102
```

Properties
* ΔE to the lowest compared entry with this formula, charge and spin: 93.35 kJ/mol
* electronic energy: -503.23451 Eh
* SMILES: C=C[Si](C)(C)N
* frontier orbital gap: 10.1 eV

---

Record-wise F_max values, in Eh/bohr: 0.0957, 0.0451, 0.0950
Record-wise molecular weight values, in g/mol: 137.3, 137.3, 101.2